Entry 1:
Here is a molecular structure, C15H28N4O4S at a distorted geometry from OMol25. Energies are from wB97M-V/def2-TZVPD.

Output
Electronic energy: -1505.82864 hartree
Molar mass: 360.48 g mol⁻¹
LUMO energy: 0.66 eV

Each line ends with the Löwdin charge.
Positions of all 52 atoms, in Å:
O (2.0166, -1.4780, -1.0910)  0.1504
C (2.0791, -0.4987, -0.4684)  -0.3409
N (3.0050, -0.1664, 0.4810)  -0.1013
C (3.1404, 1.0171, 1.0530)  -0.2399
H (2.5287, 1.5896, 0.3452)  0.1493
C (4.5043, 1.3843, 1.1073)  -0.2184
C (5.1806, 1.0145, -0.0916)  -0.3077
C (5.8904, -0.2247, -0.3659)  -0.1852
C (4.8499, -1.3625, -0.4069)  -0.1300
H (4.4508, -1.4404, -1.2945)  0.0592
H (5.3730, -2.1368, -0.1812)  0.0486
C (3.7038, -1.2188, 0.6537)  -0.2214
H (4.2569, -1.3493, 1.6365)  0.1682
H (3.2785, -2.1720, 0.7817)  0.1221
H (6.5770, -0.3498, -1.2249)  0.1237
H (6.4453, -0.3773, 0.7882)  0.1785
H (4.5998, 1.0508, -1.0350)  0.1364
H (6.0195, 1.8266, -0.3458)  0.1592
H (5.2048, 1.1123, 1.8172)  0.0920
H (4.5508, 2.5966, 1.3457)  0.1872
H (2.6872, 1.0726, 2.0307)  0.1315
N (0.8343, 0.6080, -0.4670)  -0.0819
C (0.0404, 0.8840, 0.5423)  -0.2422
H (0.5278, 0.8033, 1.6027)  0.1742
C (-1.0782, -0.1074, 0.2933)  -0.3596
N (-1.6908, -0.3622, -0.7387)  -0.3154
S (-2.9367, 0.5911, -0.9370)  0.7599
O (-2.5514, 2.2002, -0.3904)  -0.3880
O (-3.4481, 0.7176, -2.1904)  -0.2243
N (-4.0770, 0.0659, 0.1388)  -0.2309
C (-5.1591, 1.1453, 0.3732)  -0.0321
H (-4.7314, 1.9021, 0.7075)  0.0230
C (-6.0451, 0.3938, 1.4708)  -0.0680
H (-6.9512, 0.8613, 1.6706)  0.0839
O (-6.6429, -0.9114, 0.9434)  -0.0783
C (-5.5478, -1.5379, 0.6047)  -0.4680
H (-6.0627, -2.6157, -0.0074)  0.2124
C (-4.6602, -1.1023, -0.2119)  -0.3966
H (-3.8406, -1.7400, -0.6852)  0.1667
H (-5.3287, -0.7867, -1.3085)  0.2076
H (-4.9182, -2.0985, 1.6122)  0.2000
H (-5.6358, 0.2190, 2.6015)  0.1774
H (-5.8559, 1.2658, -0.4341)  0.1333
C (-0.9330, -0.7399, -1.8292)  -0.0597
H (-1.5960, -0.4850, -2.8304)  0.1824
C (0.3816, 0.3897, -1.8958)  -0.0100
H (1.0189, 0.1129, -2.6346)  0.0838
H (-0.0830, 1.2945, -2.0153)  0.0824
H (-0.4133, -1.5014, -1.8615)  0.0146
H (-1.9486, 0.0603, 1.3357)  0.2097
H (-0.6321, -1.2151, 0.7193)  0.1953
H (-0.3772, 1.7994, 0.2861)  0.0867

Cartesian forces (eV/Å) of the 2 atoms listed first:
0.0 -2.5 -2.3
-4.2 6.0 3.8

=====

Entry 2:
Here is 3 unconnected molecules or ions with the total composition C15H28N5O at a distorted geometry from OMol25. Energies are from wB97M-V/def2-TZVPD.

Output
Electronic energy: -936.96237 hartree
Molar mass: 294.42 g mol⁻¹
Total charge: +1
LUMO energy: -3.99 eV

Each line ends with the Löwdin charge.
Positions of all 49 atoms, in Å:
C (4.2662, -2.2568, -0.9482)  0.1954
C (4.0331, -1.6102, -1.9126)  -0.1297
N (3.5036, -0.7636, -2.8284)  0.1575
C (3.7510, 0.5187, -2.8595)  -0.3502
N (4.5999, 1.1259, -1.9308)  0.1723
N (3.1982, 1.3120, -3.7445)  0.1087
O (1.9526, 0.9196, -4.2056)  -0.0919
C (0.8702, 1.2943, -3.2739)  -0.1286
C (0.0659, 0.0265, -2.9332)  -0.1589
C (-0.4856, -0.0262, -1.4834)  -0.2285
C (-0.6441, 1.3401, -0.7925)  -0.0990
H (4.3936, -2.8293, -0.0667)  0.0524
H (2.8829, -1.1752, -3.5198)  0.1797
H (5.4822, 0.6161, -1.9247)  0.1217
H (4.1912, 0.9970, -1.0066)  0.1287
H (3.2486, 2.2924, -3.4765)  0.1809
H (1.3288, 1.7775, -2.4141)  0.1142
H (0.2244, 1.9549, -3.8460)  0.1317
H (0.7325, -0.8297, -3.0542)  0.0892
H (-0.7100, -0.1211, -3.6795)  0.1161
H (0.0916, -0.7349, -0.8940)  0.0855
H (-1.4853, -0.4573, -1.5540)  0.1041
H (-1.3299, 1.2327, 0.0427)  0.0709
H (0.3255, 1.5873, -0.3434)  0.0679
H (-0.8817, 2.1632, -1.4635)  0.0742
C (-4.9960, 1.2784, -0.1394)  -0.1164
C (-5.8217, 2.4044, 0.4709)  -0.2615
C (-4.9617, 3.5890, 0.9235)  -0.1883
C (-3.9926, 3.1644, 1.9449)  -0.2423
N (-3.2318, 2.8331, 2.7376)  0.1447
H (-4.2981, 0.8559, 0.5858)  0.0673
H (-5.6436, 0.4689, -0.4764)  0.0733
H (-4.4242, 1.6363, -0.9994)  0.0703
H (-6.3865, 2.0130, 1.3187)  0.1142
H (-6.5492, 2.7573, -0.2621)  0.1091
H (-5.5899, 4.3750, 1.3423)  0.1177
H (-4.4148, 4.0090, 0.0781)  0.1163
C (1.8064, -2.4636, 5.0373)  -0.1083
C (1.3592, -3.7709, 4.3928)  -0.2594
C (1.4362, -3.7387, 2.8624)  -0.1908
C (0.5637, -2.6836, 2.3230)  -0.2341
N (-0.1260, -1.8684, 1.9021)  0.1500
H (1.1629, -1.6322, 4.7455)  0.0720
H (1.7636, -2.5414, 6.1230)  0.0761
H (2.8333, -2.2180, 4.7566)  0.0750
H (0.3364, -3.9914, 4.7024)  0.1152
H (1.9872, -4.5847, 4.7592)  0.1100
H (1.1213, -4.6964, 2.4473)  0.1177
H (2.4607, -3.5492, 2.5368)  0.1078

Cartesian forces (eV/Å) of the 2 atoms listed first:
0.2 -0.6 0.7
-0.6 0.7 0.0

=====

Entry 3:
Here is 3 unconnected molecules or ions with the total composition C15H28O12P2 at a distorted geometry from OMol25. Energies are from wB97M-V/def2-TZVPD.

Output
Electronic energy: -2173.74890 hartree
SMILES: CCC1=CC(=O)C(COO)=CC1=O.COP(=O)(OC)OC.COP(=O)(OC)OC
Molar mass: 462.32 g mol⁻¹
LUMO energy: -1.81 eV

Each line ends with the Löwdin charge.
Positions of all 57 atoms, in Å:
C (-5.4180, -1.1600, 1.4076)  -0.0734
C (-5.2550, -1.9120, 2.7576)  -0.1753
C (-4.2559, -3.0288, 2.5444)  -0.1547
C (-2.9931, -2.7341, 2.2481)  0.0649
C (-2.0972, -3.9102, 2.0057)  -0.3229
O (-0.9615, -3.9871, 2.4111)  0.1122
C (-2.7559, -5.0271, 1.2425)  -0.1198
C (-2.0352, -5.7875, 0.1285)  -0.1339
O (-2.8631, -5.8491, -1.0173)  -0.1365
O (-3.0814, -4.4829, -1.3562)  -0.0144
C (-4.0138, -5.3272, 1.5345)  0.0711
C (-4.6411, -4.4855, 2.6132)  -0.3189
O (-5.3490, -4.9447, 3.4754)  0.1239
H (-5.3834, -1.9271, 0.6301)  0.0741
H (-4.5538, -0.5234, 1.2302)  0.0688
H (-6.3688, -0.6399, 1.3347)  0.0703
H (-6.2211, -2.2709, 3.1055)  0.1076
H (-4.8494, -1.2310, 3.5051)  0.1130
H (-2.6351, -1.7138, 2.1823)  0.1291
H (-1.8089, -6.7888, 0.4782)  0.1406
H (-1.1458, -5.2220, -0.1591)  0.1283
H (-3.8345, -4.4851, -1.9566)  0.1081
H (-4.5697, -6.1020, 1.0244)  0.1362
C (1.0221, -0.5192, 2.5837)  -0.1081
O (0.4295, 0.0756, 1.4104)  -0.2380
P (-0.3410, 1.5518, 1.5942)  0.5383
O (-1.7139, 1.2346, 1.1255)  -0.2632
O (0.5771, 2.2849, 0.4815)  -0.2594
C (0.5494, 1.7907, -0.8602)  -0.0976
O (-0.5766, 2.9766, 2.4093)  -0.2190
C (0.3645, 3.3190, 3.4487)  -0.1107
H (1.4543, -1.4745, 2.2997)  0.0870
H (1.8079, 0.1203, 2.9941)  0.0798
H (0.2537, -0.6919, 3.3407)  0.0852
H (-0.3895, 1.2878, -1.0886)  0.0855
H (1.3800, 1.0995, -1.0088)  0.0784
H (0.6727, 2.6325, -1.5387)  0.0856
H (1.3753, 3.4026, 3.0422)  0.0847
H (0.3478, 2.5715, 4.2443)  0.0806
H (0.0696, 4.2784, 3.8650)  0.0865
C (5.2634, 1.1127, -2.7894)  -0.1188
O (4.6813, 1.8819, -3.8585)  -0.2540
P (4.0387, 3.4068, -3.4794)  0.6141
O (2.6689, 3.1030, -3.9967)  -0.2635
O (4.9998, 4.1513, -4.5554)  -0.2629
C (5.0140, 3.6779, -5.9005)  -0.1076
O (3.6156, 4.8871, -2.8118)  -0.2321
C (4.4058, 5.3855, -1.7115)  -0.1183
H (5.6066, 0.1667, -3.2006)  0.0857
H (6.1164, 1.6371, -2.3515)  0.0804
H (4.5183, 0.9111, -2.0154)  0.0781
H (4.0773, 3.1872, -6.1636)  0.0863
H (5.8430, 2.9840, -6.0407)  0.0830
H (5.1620, 4.5374, -6.5515)  0.0891
H (5.4486, 5.5154, -2.0109)  0.0824
H (4.3487, 4.7054, -0.8589)  0.0783
H (3.9995, 6.3494, -1.4166)  0.0860

Cartesian forces (eV/Å) of the 2 atoms listed first:
0.2 -1.0 0.2
0.0 0.1 -0.3

=====

Entry 4:
Here is 2 unconnected molecules or ions with the total composition C15H29BClN3O7P3 at a distorted geometry from OMol25. Energies are from wB97M-V/def2-TZVPD.

Output
Electronic energy: -2788.57404 hartree
Molar mass: 502.60 g mol⁻¹
Total charge: +1
LUMO energy: -5.19 eV

Each line ends with the Löwdin charge.
Positions of all 59 atoms, in Å:
C (-3.8961, -0.6950, -1.5931)  -0.0006
C (-3.2450, -1.4965, -2.5619)  -0.1095
C (-1.7174, -1.5274, -2.8004)  -0.1816
O (-1.0443, -2.3746, -1.8261)  -0.0039
C (0.2152, -1.8727, -1.5643)  -0.4960
O (0.9750, -1.5115, -2.4069)  0.1593
C (0.5780, -1.8752, -0.0353)  -0.0355
C (0.0278, -0.9201, 0.9030)  -0.4169
Cl (-1.1069, 0.3188, 0.3179)  0.8428
C (0.4235, -1.0082, 2.3107)  -0.0724
B (-0.2287, 0.1366, 3.2910)  -0.6292
O (-1.3931, -0.2370, 3.9661)  0.1369
N (0.4159, 1.4511, 3.4131)  -0.0619
C (1.6142, 1.5541, 2.5198)  -0.1070
C (-0.5414, 2.5031, 2.8828)  -0.0793
N (1.2998, -1.9790, 2.7674)  -0.1231
P (1.6310, -1.9338, 4.5193)  0.7919
N (2.5860, -0.7095, 4.7844)  -0.2374
C (1.8607, -2.9079, 1.8621)  -0.2508
P (3.0857, -4.1520, 2.5555)  0.7178
O (2.3638, -5.4035, 2.9669)  -0.4186
C (1.5228, -2.9186, 0.4510)  -0.2106
P (2.1557, -4.1006, -0.8703)  0.9291
O (3.2708, -3.3683, -1.8855)  -0.2534
O (2.7370, -5.5238, -0.1957)  -0.3016
H (-4.2885, -1.1368, -0.6457)  0.0673
H (-4.0892, 0.3930, -1.7802)  0.0733
H (-3.9080, -2.1211, -3.2208)  0.1119
H (-1.5419, -1.9875, -3.8098)  0.1378
H (-1.3191, -0.4798, -2.8222)  0.0996
H (-1.9131, 0.5756, 4.1191)  0.1184
H (2.4569, 0.8869, 2.8217)  0.0744
H (1.3556, 1.3958, 1.4376)  0.0759
H (2.0022, 2.6085, 2.6034)  0.1110
H (-0.6080, 3.3827, 3.5731)  0.1047
H (-0.1696, 2.8964, 1.8981)  0.0845
H (-1.5561, 2.0680, 2.6558)  0.0766
H (0.3814, -1.8580, 5.2212)  0.0592
H (2.2747, -3.1055, 4.9874)  0.0193
H (2.1132, -0.0474, 5.4137)  0.0087
H (4.0338, -4.4383, 1.5368)  0.0302
H (3.8089, -3.6480, 3.6743)  0.0158
H (3.5518, -2.4891, -1.5615)  0.0743
H (3.4556, -5.8254, -0.7946)  0.0811
C (-2.4348, 4.3844, -4.5091)  -0.0742
C (-2.4227, 4.1955, -3.0032)  -0.2730
O (-2.1057, 2.8690, -2.5971)  -0.1755
C (-0.8376, 2.3764, -2.9967)  -0.2887
C (0.3294, 3.1929, -2.4698)  -0.0688
H (-3.1417, 3.6948, -4.9755)  0.0841
H (-2.7255, 5.4062, -4.7600)  0.0825
H (-1.4552, 4.1983, -4.9523)  0.0675
H (-3.4199, 4.4043, -2.6113)  0.1197
H (-1.7468, 4.9097, -2.5211)  0.1075
H (-0.7932, 2.2850, -4.0870)  0.1155
H (-0.7644, 1.3618, -2.6005)  0.0680
H (0.3135, 4.2169, -2.8454)  0.0718
H (1.2767, 2.7416, -2.7722)  0.0813
H (0.2974, 3.2448, -1.3779)  0.0698

Cartesian forces (eV/Å) of the 2 atoms listed first:
0.6 0.0 -0.5
-0.1 0.0 0.5

=====

Question: Which of these has the lowest electronic energy?
Answer: C15H29BClN3O7P3

=====

Question: Which value of molar mass does entry 4 give?
Answer: 502.60 g mol⁻¹

=====

Question: The lowest molar mass belongs to which entry?
Answer: C15H28N5O

=====

Question: What is the formula in the second record?
Answer: C15H28N5O